No. 1
{
  "formula": "C26H43N5O8P2",
  "method": "wB97M-V/def2-TZVPD",
  "smiles": "COP(=O)(OC)OC.COP(=O)(OC)OC.c1cc[nH]c1.c1cc[nH]c1.c1cc[nH]c1.c1cc[nH]c1.c1cc[nH]c1",
  "e_homo_ev": -7.9,
  "lumo_energy_ev": 0.166,
  "molar_mass_da": 615.6,
  "gap_ev": 8.1,
  "total_charge": 0,
  "elements": ["C", "O", "P", "O", "O", "C", "O", "C", "H", "H", "H", "H", "H", "H", "H", "H", "H", "C", "O", "P", "O", "O", "C", "O", "C", "H", "H", "H", "H", "H", "H", "H", "H", "H", "C", "C", "C", "N", "C", "H", "H", "H", "H", "H", "C", "C", "C", "N", "C", "H", "H", "H", "H", "H", "C", "C", "C", "N", "C", "H", "H", "H", "H", "H", "C", "C", "C", "N", "C", "H", "H", "H", "H", "H", "C", "C", "C", "N", "C", "H", "H", "H", "H", "H"],
  "coordinates": [[-7.923, -10.601, -11.126], [-8.420, -11.962, -11.010], [-7.445, -13.277, -11.299], [-7.934, -14.640, -10.991], [-7.208, -13.044, -12.928], [-6.447, -13.991, -13.643], [-5.985, -12.983, -10.608], [-5.998, -12.912, -9.212], [-8.459, -9.852, -10.544], [-8.170, -10.289, -12.140], [-6.834, -10.563, -11.086], [-6.204, -14.887, -13.071], [-5.474, -13.577, -13.906], [-6.892, -14.210, -14.613], [-6.998, -12.946, -8.778], [-5.478, -11.989, -8.957], [-5.418, -13.720, -8.766], [-13.650, -10.832, -2.459], [-13.998, -11.962, -1.584], [-13.780, -11.877, -0.002], [-13.337, -10.570, 0.500], [-12.857, -13.141, 0.407], [-12.901, -14.419, -0.270], [-15.271, -12.323, 0.449], [-16.476, -11.566, 0.279], [-13.516, -9.871, -1.963], [-14.508, -10.664, -3.110], [-12.759, -11.086, -3.033], [-11.867, -14.479, -0.611], [-13.496, -14.383, -1.182], [-13.129, -15.279, 0.360], [-16.367, -10.543, 0.641], [-17.255, -12.095, 0.827], [-16.827, -11.502, -0.751], [-12.784, -1.633, -1.629], [-13.948, -1.010, -1.167], [-13.941, 0.251, -1.748], [-12.691, 0.432, -2.385], [-11.971, -0.769, -2.335], [-12.535, -2.666, -1.439], [-14.788, -1.465, -0.664], [-14.728, 0.983, -1.648], [-12.367, 1.268, -2.851], [-11.047, -0.817, -2.893], [-6.004, 0.172, -4.629], [-5.387, -0.761, -3.835], [-4.324, -1.295, -4.549], [-4.342, -0.836, -5.830], [-5.382, 0.052, -5.937], [-6.780, 0.870, -4.350], [-5.612, -0.858, -2.783], [-3.533, -1.959, -4.233], [-3.691, -1.071, -6.565], [-5.484, 0.542, -6.894], [-7.547, -10.136, 2.332], [-6.750, -8.973, 2.096], [-5.732, -8.989, 3.013], [-5.786, -10.109, 3.799], [-6.842, -10.857, 3.342], [-8.447, -10.377, 1.787], [-6.898, -8.099, 1.480], [-4.931, -8.277, 3.151], [-5.123, -10.348, 4.523], [-7.134, -11.821, 3.730], [-1.280, -8.031, -7.399], [0.026, -7.958, -7.979], [0.104, -6.794, -8.694], [-1.100, -6.186, -8.635], [-1.899, -6.923, -7.806], [-1.713, -8.730, -6.700], [0.734, -8.743, -7.760], [0.831, -6.255, -9.282], [-1.399, -5.307, -9.035], [-2.861, -6.526, -7.521], [-8.406, -7.324, -3.706], [-8.188, -7.609, -5.098], [-7.751, -6.442, -5.675], [-7.720, -5.459, -4.715], [-8.179, -5.967, -3.505], [-8.620, -8.038, -2.925], [-8.160, -8.601, -5.524], [-7.482, -6.180, -6.687], [-7.424, -4.510, -4.895], [-8.150, -5.407, -2.582]],
  "atomic_forces_ev_per_a": [[-0.023, -0.285, -1.887], [1.365, -1.584, 0.634], [0.029, 0.685, -1.788], [-0.055, 1.735, 0.132], [-0.294, 0.218, 2.534], [1.300, -0.284, -0.564], [-1.841, -0.048, -2.178], [0.664, 0.236, 1.422], [0.158, -0.760, 0.853], [0.104, -0.087, -0.269], [-0.103, 0.082, 0.604], [-0.546, -0.154, -0.040], [0.114, 0.383, 0.179], [-0.511, -0.194, 0.351], [-0.029, 0.152, -0.040], [-0.266, 0.118, 0.282], [-0.066, -0.210, -0.218], [-0.424, -0.290, 0.011], [0.789, 1.075, -0.491], [-1.299, -0.413, 0.168], [0.124, -0.748, -0.126], [-1.598, 1.069, -0.025], [1.177, 0.705, -0.877], [0.837, -0.308, 0.207], [0.100, 0.116, -0.003], [0.245, -0.409, 0.612], [0.095, -0.409, -0.170], [-0.135, -0.022, 0.061], [0.001, -0.654, -0.048], [-0.351, -0.024, 0.305], [-0.269, 0.506, 0.261], [0.099, -0.088, 0.222], [0.189, 0.120, 0.169], [0.431, -0.223, -0.278], [1.734, -1.369, 0.107], [-0.298, 1.207, -1.602], [1.288, -0.215, 0.510], [-1.254, -0.777, 0.445], [-1.862, 1.308, 0.248], [0.093, 0.015, 0.027], [0.189, 0.071, 0.066], [0.447, 0.349, -0.280], [-0.289, -0.211, 0.150], [-0.044, -0.381, 0.327], [0.334, 0.426, -4.028], [1.461, -0.219, 0.771], [0.333, -1.032, 0.627], [-1.032, 0.546, 0.823], [-0.470, 0.634, 1.456], [-0.053, -0.188, -0.205], [0.268, -0.379, -0.051], [-0.202, -0.081, 0.046], [-0.219, 0.043, 0.293], [-0.437, 0.222, 0.270], [2.109, -0.335, 1.057], [0.021, 0.112, 0.985], [0.833, 0.557, 0.183], [-0.690, -0.170, -1.169], [-2.021, 0.440, -1.052], [0.120, -0.378, 0.267], [-0.270, -0.331, -0.273], [-0.110, 0.021, 0.031], [-0.281, -0.060, -0.307], [0.283, 0.145, 0.275], [0.825, -0.349, 0.156], [0.120, -0.893, 0.709], [0.734, 0.234, -0.861], [-1.130, 0.116, 0.863], [-2.147, 1.752, -0.267], [0.315, -0.151, -0.176], [0.444, 0.401, -0.443], [0.479, -0.670, 0.115], [0.441, -0.285, 0.041], [-0.089, -0.158, -0.137], [0.078, 0.863, -0.319], [0.589, 0.175, 0.861], [-0.057, 0.325, 0.161], [-0.580, -0.224, 0.375], [0.764, -1.040, -0.763], [-0.212, 0.085, -0.114], [-0.280, 0.188, -0.184], [0.015, -0.230, 0.055], [-0.215, -0.209, 0.166], [-0.087, 0.094, -0.235]]
}

=====

No. 2
{
  "formula": "C6H13NOS",
  "method": "wB97M-V/def2-TZVPD",
  "smiles": "C=C(C)/C=C/C.NSO",
  "e_homo_ev": -8.0,
  "lumo_energy_ev": 0.746,
  "molar_mass_da": 147.2,
  "gap_ev": 8.7,
  "total_charge": 0,
  "relative_energy_kcal_mol": 81.81,
  "elements": ["C", "C", "C", "C", "C", "C", "H", "H", "H", "H", "H", "H", "H", "H", "H", "H", "N", "S", "O", "H", "H", "H"],
  "coordinates": [[1.205, -1.334, -1.574], [1.366, -0.967, -0.280], [1.971, -1.846, 0.764], [0.816, 0.218, 0.184], [0.580, 1.256, -0.572], [0.065, 2.570, -0.190], [1.529, -2.211, -1.931], [0.805, -0.671, -2.280], [2.765, -1.261, 1.180], [1.394, -2.406, 1.491], [2.403, -2.694, 0.201], [0.768, 0.300, 1.254], [0.672, 1.201, -1.687], [-0.932, 2.596, -0.471], [0.030, 2.623, 0.875], [0.483, 3.379, -0.729], [-2.240, -0.998, 0.786], [-3.226, 0.234, 1.280], [-2.781, 1.501, 0.316], [-2.694, -1.785, 0.340], [-1.746, -1.337, 1.550], [-3.235, 1.633, -0.507]],
  "atomic_forces_ev_per_a": [[0.097, 2.078, 2.873], [-1.007, -3.182, -2.057], [0.986, -1.632, -1.847], [0.080, 2.074, 1.390], [-0.239, 1.239, -2.513], [0.325, -0.817, 0.808], [1.317, -3.208, -1.141], [-0.725, 0.742, -0.766], [0.554, -0.025, 0.861], [-0.703, 0.837, 0.375], [0.398, 0.347, 0.279], [-0.298, 0.331, 0.490], [0.274, -0.365, 1.023], [-2.207, 0.036, -0.590], [0.313, 0.760, 0.842], [1.042, 0.891, -0.060], [-0.993, -0.049, -1.049], [-0.751, 0.467, -0.558], [0.967, 0.358, 1.055], [-0.190, 0.231, -0.292], [1.566, -0.550, 1.407], [-0.806, -0.564, -0.529]]
}